Record 1
This record from the Open Molecules 2025 dataset describes a 12-piece molecular cluster, C24H72O18 overall. The level of theory is ωB97M-V/def2-TZVPD.

```
114
Properties=species:S:1:pos:R:3
C 0.269 2.058 -5.536
C 0.533 3.100 -4.464
C -0.484 4.261 -4.501
O 0.313 2.375 -3.196
H -0.753 1.591 -5.489
H 0.958 1.171 -5.459
H 0.407 2.413 -6.521
H 1.515 3.538 -4.423
H -0.267 4.885 -5.372
H -0.483 4.862 -3.597
H -1.512 3.915 -4.565
H 0.905 2.815 -2.520
C 2.700 -8.324 0.944
C 2.807 -6.944 0.247
C 2.192 -5.908 1.096
O 4.178 -6.632 0.130
H 3.062 -8.236 1.974
H 3.335 -8.943 0.367
H 1.715 -8.732 0.926
H 2.321 -6.969 -0.716
H 2.397 -6.036 2.151
H 1.114 -5.823 0.998
H 2.571 -4.942 0.777
H 4.534 -7.098 -0.657
C -4.019 2.769 -0.444
C -2.803 2.783 0.468
C -1.740 3.784 0.144
O -3.264 2.984 1.799
H -4.469 3.773 -0.537
H -4.845 2.110 -0.096
H -3.800 2.447 -1.476
H -2.422 1.776 0.464
H -0.853 3.573 0.785
H -2.042 4.871 0.292
H -1.289 3.573 -0.811
H -4.061 3.575 1.758
O -3.474 -2.123 1.767
C -3.453 -0.725 1.834
C -4.053 -0.478 3.216
O -3.154 -1.006 4.258
H -2.579 -2.431 1.698
H -2.457 -0.282 1.771
H -4.116 -0.330 1.086
H -5.034 -0.970 3.234
H -4.262 0.538 3.411
H -3.181 -1.942 4.228
O -1.459 3.384 4.175
C -0.277 3.977 3.629
C -0.572 5.472 3.375
O 0.425 6.256 2.699
H -2.048 3.247 3.384
H 0.546 3.827 4.354
H 0.052 3.545 2.702
H -0.724 5.782 4.357
H -1.506 5.550 2.788
H 0.415 7.116 3.070
O -3.394 -1.415 -4.412
C -2.465 -1.769 -3.490
C -1.363 -0.761 -3.229
O -1.986 0.441 -2.735
H -3.646 -0.478 -4.220
H -2.976 -2.017 -2.559
H -1.967 -2.700 -3.855
H -0.761 -0.453 -4.096
H -0.724 -1.149 -2.422
H -1.219 1.061 -2.749
O -0.529 -0.421 3.317
C 0.511 -0.817 4.241
C 1.742 -1.207 3.423
O 1.498 -2.374 2.576
H -1.399 -0.507 3.798
H 0.698 0.090 4.884
H 0.137 -1.615 4.890
H 2.631 -1.551 4.081
H 1.876 -0.357 2.742
H 0.560 -2.477 2.279
O 2.727 5.278 1.305
C 2.320 4.252 0.458
C 3.349 3.842 -0.581
O 2.713 3.048 -1.558
H 1.897 5.558 1.729
H 2.135 3.307 1.055
H 1.396 4.434 -0.086
H 4.066 3.317 -0.032
H 3.778 4.708 -1.041
H 3.346 2.354 -1.876
O 0.484 1.194 1.365
C 0.224 0.494 0.155
C 1.485 -0.025 -0.538
O 1.867 -1.353 -0.141
H -0.099 0.980 2.082
H -0.513 -0.293 0.277
H -0.149 1.143 -0.582
H 2.289 0.751 -0.306
H 1.313 -0.103 -1.596
H 1.666 -1.588 0.798
C -1.300 -4.724 1.905
O -1.200 -3.425 1.372
H -0.896 -4.725 2.913
H -2.347 -5.019 1.980
H -0.744 -5.472 1.300
H -0.834 -3.346 0.488
C 0.238 -4.500 -1.830
O 0.138 -3.260 -1.147
H -0.655 -5.101 -1.515
H 0.243 -4.414 -2.951
H 1.095 -5.076 -1.461
H 0.956 -2.760 -0.987
C 3.767 0.280 -3.539
O 4.418 1.127 -2.581
H 3.775 -0.746 -3.210
H 2.715 0.515 -3.641
H 4.282 0.285 -4.452
H 5.021 0.716 -1.975
```

ΔE to the lowest compared entry with this formula, charge and spin (kJ/mol): 0.0
F_max (eV/A): 2.997
Lowest unoccupied orbital energy (eV): 0.5
Calculated total energy (eV): -62906.3586
HOMO (eV): -9.5
SMILES string: CC(C)O.CC(C)O.CC(C)O.OCCO.OCCO.OCCO.OCCO.OCCO.OCCO.CO.CO.CO
Kohn-Sham gap (eV): 9.926


Record 2
This record from the Open Molecules 2025 dataset describes a 4-piece molecular cluster, C24H73BN9O8P5S overall. The level of theory is ωB97M-V/def2-TZVPD.

```
121
Properties=species:S:1:pos:R:3
C 3.971 -4.131 1.102
C 3.621 -2.712 1.613
C 3.441 -1.732 0.448
C 2.759 -0.433 0.863
C 1.247 -0.569 1.075
C 0.487 -0.595 -0.269
P -0.879 -1.792 -0.332
O -0.058 -2.789 -1.512
B 0.057 -4.120 -1.232
O 1.081 -4.490 -0.392
O -0.778 -5.104 -1.756
P -2.212 -0.623 1.149
O -2.395 -1.469 2.535
O -1.606 0.799 1.619
S -3.943 -0.366 0.322
H 3.967 -4.164 0.014
H 3.230 -4.843 1.456
H 4.966 -4.410 1.441
H 4.467 -2.357 2.199
H 2.714 -2.735 2.215
H 2.881 -2.194 -0.369
H 4.436 -1.508 0.058
H 3.193 -0.077 1.798
H 2.922 0.347 0.119
H 0.936 0.327 1.609
H 1.006 -1.433 1.698
H 1.185 -0.918 -1.036
H 0.136 0.392 -0.568
H -1.915 -1.627 -1.251
H -0.942 -2.897 0.541
H 1.014 -5.430 -0.186
H -1.567 -5.253 -1.223
H -2.839 -2.294 2.289
H -1.361 0.759 2.558
C -2.214 -5.327 -5.119
N -3.597 -5.131 -5.525
C -4.406 -6.304 -5.215
P -4.429 -3.684 -5.133
O -4.716 -3.756 -3.677
N -3.453 -2.258 -5.207
C -2.080 -2.249 -5.666
C -3.653 -1.280 -4.145
N -5.111 -3.473 -6.635
C -4.808 -4.225 -7.841
C -5.894 -2.263 -6.842
H -1.882 -6.315 -5.444
H -2.062 -5.247 -4.036
H -1.553 -4.626 -5.619
H -5.422 -6.179 -5.599
H -4.475 -6.489 -4.137
H -3.980 -7.185 -5.700
H -1.384 -2.660 -4.923
H -1.773 -1.221 -5.878
H -1.967 -2.798 -6.604
H -3.103 -1.532 -3.229
H -4.704 -1.191 -3.882
H -3.325 -0.297 -4.491
H -3.772 -4.084 -8.158
H -5.461 -3.881 -8.644
H -4.991 -5.291 -7.727
H -5.312 -1.503 -7.372
H -6.211 -1.838 -5.889
H -6.801 -2.477 -7.413
C -5.903 5.434 2.834
N -4.912 4.373 2.875
C -3.972 4.487 1.764
P -4.105 3.998 4.336
O -3.162 5.120 4.579
N -5.098 4.092 5.752
C -6.523 4.333 5.718
C -4.486 4.717 6.917
N -4.227 2.350 4.182
C -5.008 1.620 3.193
C -3.721 1.541 5.282
H -6.275 5.528 1.813
H -5.507 6.407 3.153
H -6.771 5.191 3.441
H -3.284 3.638 1.758
H -3.376 5.406 1.818
H -4.516 4.469 0.818
H -6.771 5.380 5.499
H -6.961 4.085 6.689
H -7.020 3.690 4.989
H -4.541 5.813 6.889
H -3.437 4.443 7.000
H -4.992 4.363 7.819
H -6.080 1.802 3.304
H -4.836 0.549 3.309
H -4.714 1.860 2.176
H -4.536 1.201 5.928
H -3.023 2.111 5.897
H -3.180 0.667 4.909
C 6.715 4.576 1.079
N 7.062 3.352 1.783
C 6.416 3.298 3.090
P 6.976 1.838 0.987
O 5.528 1.544 0.835
N 7.478 1.877 -0.667
C 8.055 3.038 -1.309
C 6.652 1.119 -1.598
N 8.420 1.252 1.564
C 9.427 1.996 2.304
C 8.848 -0.051 1.075
H 6.808 5.416 1.770
H 5.693 4.567 0.677
H 7.410 4.781 0.271
H 6.745 2.415 3.643
H 5.323 3.258 3.012
H 6.698 4.174 3.678
H 7.307 3.808 -1.541
H 8.527 2.741 -2.249
H 8.846 3.482 -0.700
H 5.764 1.673 -1.927
H 6.312 0.189 -1.148
H 7.248 0.860 -2.477
H 9.855 2.803 1.705
H 10.231 1.315 2.585
H 9.041 2.420 3.228
H 9.595 0.053 0.283
H 8.005 -0.611 0.670
H 9.270 -0.652 1.884
```

F_max (eV/A): 4.389
Lowest unoccupied orbital energy (eV): 0.1
Calculated total energy (eV): -113823.8261
HOMO (eV): -8.0
SMILES string: CCCCCC[PH2](OB(O)O)P(O)(O)=S.CN(C)P(=O)(N(C)C)N(C)C.CN(C)P(=O)(N(C)C)N(C)C.CN(C)P(=O)(N(C)C)N(C)C
Kohn-Sham gap (eV): 8.096